Record 1
Density functional theory data (wB97M-V/def2-TZVPD) for a molecular structure, C22H59AgBrN5O6.

```
94
Properties=species:S:1:pos:R:3:forces:R:3
Ag 2.643631 -1.656459 0.495477 0.2129 0.9334 -0.8863
Br 0.498261 0.115651 -0.157103 0.6868 -0.3650 -0.0450
C -1.830309 2.323011 -2.689263 -1.3871 0.0674 0.1513
C -0.965219 1.838271 -3.808163 0.6814 0.4943 0.0441
C -0.943299 2.770821 -5.002153 -0.6149 -0.0291 -1.0337
O -2.257279 3.119241 -5.469193 1.7996 0.2000 -0.4319
C -2.088869 4.062201 -6.566053 -0.7569 -0.8341 1.2688
N 0.420331 1.775331 -3.382143 0.8529 -0.3162 0.0759
H -2.886619 2.266091 -2.952063 -0.1061 0.2542 -0.1849
H -1.596939 3.363521 -2.463463 0.0195 0.0432 0.1291
H -1.766849 1.723201 -1.781353 0.4492 -0.1204 0.0865
H -1.198759 0.821161 -4.122883 -0.4608 0.0802 -0.1628
H -0.299959 2.299611 -5.745233 -0.5373 -0.7631 -0.7064
H -0.344589 3.680601 -4.958043 -0.0912 0.5578 1.4113
H -3.117959 4.130501 -6.918783 0.4432 0.3096 -0.7039
H -1.326859 3.704571 -7.258543 -0.4225 -0.2513 -0.4360
H -1.723649 5.025561 -6.210183 -0.1686 0.1722 0.2666
H 0.664991 2.667901 -2.977713 0.1893 0.2380 0.0964
H 0.486821 1.106931 -2.627873 0.1038 -0.1169 0.1351
C -4.542629 0.859261 0.495107 -0.9343 -1.2128 -0.1615
C -3.932389 -0.509819 0.895467 0.6818 1.5323 -0.4895
C -3.864889 -1.567819 -0.188613 -2.1967 0.3047 -0.4002
O -5.240819 -1.767399 -0.645413 1.6482 1.0181 0.9010
C -5.342899 -2.772219 -1.600523 -0.2585 0.2104 -0.1081
N -2.578949 -0.255759 1.374577 0.6541 -0.6143 0.8778
H -4.640639 1.436591 1.414437 -0.0145 0.1390 -0.1469
H -5.538479 0.656511 0.101057 -0.1699 0.3143 -0.0042
H -4.001519 1.431431 -0.258513 0.3255 -0.2026 0.0459
H -4.540979 -0.875149 1.722657 0.0993 -0.2530 0.0213
H -3.461239 -2.502859 0.199797 0.0876 -0.1365 0.0853
H -3.288289 -1.241569 -1.054173 0.3576 0.1212 -0.0665
H -6.363079 -2.668699 -1.970133 -0.0721 -0.7907 0.1318
H -5.068209 -3.703849 -1.105853 -0.4174 -0.5382 -0.4380
H -4.708769 -2.616319 -2.473263 0.4148 0.1059 -0.0625
H -2.590909 0.517791 2.023867 -0.0516 0.0593 0.3853
H -1.931099 0.037141 0.657217 -0.2342 -0.1145 -0.4600
C 2.002231 -1.762779 4.823767 -0.7052 -0.4134 0.2808
C 2.075771 -2.127189 3.316737 -2.1728 -0.5641 1.6750
C 0.688241 -2.558539 2.738587 1.2246 1.2751 -0.2510
O 0.916091 -2.818349 1.336237 -0.9603 -1.1748 1.7634
C -0.318419 -3.233449 0.784037 -0.2265 -0.3106 -1.3440
N 2.611091 -0.959469 2.676287 0.6681 -0.6992 -1.1795
H 1.298971 -2.319539 5.443067 0.2423 -0.8296 -0.1850
H 1.569411 -0.773239 4.970627 0.4055 0.3545 -0.4761
H 2.987911 -1.803509 5.287327 -0.0332 0.0272 0.0044
H 2.768351 -2.946449 3.123737 -0.0572 -0.2392 0.2126
H -0.092339 -1.797849 2.751207 0.1970 0.5954 0.3638
H 0.234911 -3.372569 3.304237 0.4815 -0.6091 -0.2980
H -0.085059 -3.768009 -0.136763 -0.1182 0.0436 0.0450
H -0.940989 -2.377589 0.523217 -0.0704 0.0778 0.2531
H -0.862489 -3.901989 1.451227 0.0765 0.0136 0.1205
H 3.492611 -0.869109 3.160917 0.4347 0.7680 -0.4129
H 2.006001 -0.179139 2.888537 -0.3067 0.7489 0.1721
C 1.551481 2.892761 3.049147 -1.0727 1.3281 0.1781
C 0.248841 2.274451 3.649907 1.6188 0.6160 -1.3125
C -1.103509 2.883591 3.217797 0.8122 0.6460 0.8652
O -2.151119 2.167721 3.821377 -0.0473 -0.6776 -0.1267
C -3.381939 2.836081 3.681637 -0.3436 0.4010 -0.2589
N 0.398221 0.926171 3.202857 -1.1751 -1.9313 0.6133
H 2.474761 2.427381 3.394237 -0.3439 0.0524 0.7717
H 1.510691 3.955871 3.286277 0.6475 0.1733 -0.1638
H 1.653921 2.771491 1.970777 -0.6500 0.0877 -0.2376
H 0.356251 2.328891 4.733237 -0.2840 -0.1169 0.0638
H -1.225539 2.931931 2.135727 0.1219 -0.1638 -0.3368
H -1.170679 3.899101 3.608087 0.2146 0.4262 -0.1470
H -3.304849 3.870471 4.016577 -0.0348 0.0446 0.5950
H -4.167479 2.287541 4.201377 0.2575 0.0717 0.1697
H -3.701229 2.959551 2.646787 0.1602 -0.3705 -0.4018
H 0.206921 0.859871 2.213357 0.1372 0.3105 -0.4011
H -0.392439 0.428901 3.587167 -0.2147 -0.6873 0.2607
C 2.034461 -5.139369 -0.678603 0.4735 -0.6258 -1.0051
O 2.091241 -3.779199 -1.172263 -0.2508 -1.1261 1.2008
C 2.804191 -3.621009 -2.378193 -0.8993 1.7842 0.2840
C 2.805411 -2.095739 -2.676263 -0.7536 -2.1205 -0.8528
N 3.519121 -1.377869 -1.642943 0.3630 -0.5599 -1.3685
C 3.559901 -0.005419 -2.033633 0.4460 2.3189 0.2260
C 4.486421 0.783841 -1.067833 -2.3926 -0.7033 -1.4144
O 4.056411 0.412271 0.246837 0.9521 1.7587 -0.4269
C 4.357431 1.538901 1.063947 0.2505 -0.0675 1.2003
H 1.283231 -5.746009 -1.184313 -0.3792 0.3459 -0.2924
H 1.855091 -5.298579 0.384687 0.0299 1.0447 0.0589
H 2.961131 -5.661239 -0.917463 0.3427 0.1585 0.1019
H 2.312851 -4.117539 -3.214933 0.1470 -0.3477 0.0010
H 3.850151 -3.904829 -2.261893 0.0957 -0.4552 -0.0702
H 1.836351 -1.639759 -2.879023 -0.2691 -0.3387 0.3809
H 3.327571 -2.082289 -3.632963 0.2765 0.5828 -0.2269
H 4.444981 -1.595699 -1.982693 0.9517 -0.8561 1.4047
H 2.573461 0.453671 -2.099013 -0.1137 -0.1492 0.6840
H 3.893671 0.145811 -3.060193 0.5101 -0.2955 -0.2354
H 4.163871 1.789811 -1.336353 0.4944 0.4889 0.5812
H 5.549641 0.682531 -1.285563 0.1097 -0.3067 0.4087
H 3.973441 2.471231 0.649927 0.0614 -0.0382 -0.1977
H 5.431921 1.597221 1.237617 0.1977 0.2376 -0.3251
H 3.942301 1.461301 2.068807 -0.3401 -0.5011 -0.1772
```
Positions in Å, forces in eV/Å.

## Properties
Total charge: +1
2S+1: 2
Orbital gap (spin up / spin down): 9.17 / 4.71 eV
HOMO (spin up / spin down): -11.19 / -11.15 eV

Mulliken population analysis, charges in e, atoms 1 to 5:
1. Ag 0.8563
2. Br -0.2443
3. C -1.0543
4. C 0.4832
5. C -1.0035

Record 2
Density functional theory data (wB97M-V/def2-TZVPD) for a molecular structure, C22H59AlFN6O3P2.

```
94
Properties=species:S:1:pos:R:3:forces:R:3
C 2.142315 0.854499 -2.040804 -0.3329 -0.2510 0.3878
C 0.925983 1.681027 -1.642134 0.7129 0.2539 0.2186
O 0.340355 2.386643 -2.718282 -0.3334 -0.2170 0.0324
C -0.897906 1.807072 -3.130177 0.2594 0.6020 -0.1410
C -1.665223 2.767092 -4.034096 -0.2129 -0.5049 -0.1437
C -3.178077 2.705142 -3.741206 0.2988 0.9099 -0.4897
C -3.590296 3.726344 -2.661765 0.3526 -0.5391 0.5790
C -4.506313 3.147123 -1.571431 -0.4588 0.3713 -0.1918
Al -6.496171 3.168919 -2.022192 -0.0046 0.0084 0.4920
C -7.413886 1.397543 -1.536157 0.0712 0.3501 -0.9851
C -7.683887 0.565692 -2.828718 0.1473 -0.1961 0.6073
C -7.191735 -0.840981 -2.595506 -0.1306 0.2114 0.3711
F -7.498722 -1.725909 -3.642936 0.1046 -0.0247 -0.0775
H 1.865171 -0.067551 -2.553077 0.0019 0.0970 -0.2346
H 2.631893 0.545859 -1.113314 0.2003 -0.0273 -0.0849
H 2.838685 1.438893 -2.638647 0.0159 -0.0077 -0.0657
H 1.282571 2.435054 -0.930901 -0.1269 0.0786 0.0145
H 0.208803 1.051968 -1.108981 -0.1376 0.0132 -0.1282
H -0.680523 0.881168 -3.674510 -0.2395 -0.2161 0.2227
H -1.504880 1.613961 -2.239981 0.0385 -0.2138 0.0054
H -1.294607 3.781507 -3.888263 0.0081 0.0227 0.0737
H -1.493925 2.510122 -5.083113 0.1550 0.0136 0.0047
H -3.475068 1.689669 -3.470748 -0.0410 -0.0177 0.0101
H -3.674199 2.968670 -4.677355 -0.3071 -0.2506 0.0600
H -2.673885 4.099885 -2.183433 0.0898 -0.0106 -0.1155
H -4.041087 4.598621 -3.142450 -0.1048 -0.0238 -0.0078
H -4.418469 3.799655 -0.693374 -0.0752 -0.0780 0.0920
H -4.154243 2.161839 -1.246473 0.1859 0.0475 -0.1129
H -6.734264 3.516295 -3.596951 0.0220 -0.1030 -0.1116
H -7.207291 4.340575 -1.114147 0.0165 0.0555 0.0080
H -8.374083 1.648050 -1.082461 0.0673 -0.1685 0.3131
H -6.806696 0.807746 -0.839812 -0.1321 0.0586 0.1807
H -7.185577 1.007333 -3.693158 -0.0956 -0.0980 -0.1502
H -8.758509 0.519943 -3.014626 0.0035 0.0535 -0.2350
H -6.111486 -0.855810 -2.431234 0.0357 -0.0531 -0.2553
H -7.655895 -1.230366 -1.685003 -0.0974 -0.1567 -0.0824
O 4.889983 -0.742387 0.361738 -1.5774 -1.0947 1.8880
P 6.023462 -0.683065 1.307076 3.7899 1.5396 -2.3700
N 6.223185 0.986950 1.587498 -0.2674 0.1156 -0.3510
C 7.446198 1.645398 1.988872 0.1126 -0.1143 0.5414
C 5.025995 1.695879 2.024760 -0.3648 -0.0415 -0.2021
N 7.319897 -1.344801 0.359662 -0.0499 0.3389 -0.0239
C 8.404499 -0.514092 -0.133342 0.2388 -0.0110 0.1949
C 6.845193 -2.207800 -0.722084 -0.1231 -0.0879 -0.0511
N 6.577883 -1.324274 2.744904 -1.8293 -0.7248 0.5175
C 5.747930 -1.093875 3.924314 0.0152 0.2662 0.0245
C 7.879873 -1.900824 3.020332 0.1411 -0.2808 -0.0767
H 7.719547 1.477683 3.043526 -0.0047 -0.0097 -0.0174
H 7.324395 2.721851 1.856984 -0.1151 -0.0031 0.0342
H 8.289407 1.369928 1.368113 -0.0460 -0.0624 0.0788
H 4.785757 1.518240 3.082233 0.0539 0.0890 0.0129
H 4.165848 1.393340 1.428439 0.0468 -0.1035 0.0020
H 5.147212 2.771311 1.887386 0.1197 -0.0126 -0.0335
H 8.057627 0.337287 -0.734154 0.0462 0.0036 0.0013
H 9.067190 -1.121886 -0.753226 -0.1204 -0.0457 -0.0822
H 9.033898 -0.149130 0.678496 -0.0464 -0.0246 -0.0089
H 6.503908 -1.637728 -1.593281 -0.0526 -0.0186 0.0139
H 6.021578 -2.835187 -0.391762 -0.0214 0.0357 0.0051
H 7.662170 -2.863499 -1.035602 0.0581 0.0539 0.0480
H 6.074248 -0.212465 4.489216 0.0098 -0.0322 0.0380
H 5.772576 -1.956837 4.591626 0.0284 -0.0393 -0.0494
H 4.705441 -0.942112 3.638714 0.0169 0.0379 -0.0368
H 8.642964 -1.128203 3.164064 0.0278 -0.0225 -0.0271
H 8.198258 -2.577218 2.234352 0.0046 0.1447 -0.1318
H 7.827104 -2.489763 3.939031 -0.1246 0.1044 0.0502
O -1.015505 -0.957538 -0.052834 0.0786 -2.0211 -1.8278
P -1.933548 -1.718425 0.822880 -0.6440 2.5453 3.9944
N -3.385853 -0.847482 0.741655 0.2387 0.3343 -0.2399
C -4.422722 -0.807390 1.750086 -0.2866 -0.4588 0.0332
C -3.902178 -0.612015 -0.605927 0.2192 0.1234 -0.2978
N -1.149516 -1.556143 2.368499 -0.1950 0.2262 -0.0572
C -1.713268 -0.726898 3.419138 -0.1677 -0.1607 0.1896
C 0.281390 -1.280342 2.252928 0.1042 -0.0105 -0.1040
N -2.490021 -3.263798 1.132996 0.6994 -0.7418 -1.8001
C -3.209169 -3.925662 0.047092 -0.2315 0.1583 -0.0064
C -2.540083 -3.955950 2.405276 0.2231 -0.1351 0.1825
H -5.027302 -1.727455 1.805309 0.0223 0.0044 -0.0052
H -5.104528 0.011144 1.515450 0.0082 -0.0233 -0.1303
H -4.034026 -0.590608 2.737827 0.0056 -0.0951 -0.0591
H -4.375416 -1.504261 -1.039275 -0.0627 0.0315 0.0629
H -3.100040 -0.296669 -1.272844 0.0572 -0.0524 0.0613
H -4.641801 0.187816 -0.598549 0.0131 -0.0179 0.1190
H -1.883729 0.311425 3.104878 -0.0197 -0.0032 0.0434
H -1.031474 -0.718608 4.273206 0.1135 0.0389 -0.0915
H -2.644517 -1.142385 3.804369 0.0306 0.0017 -0.0496
H 0.489686 -0.224903 2.040556 0.0202 -0.0168 -0.0492
H 0.735740 -1.872499 1.462877 -0.0189 0.0254 -0.0291
H 0.770600 -1.546113 3.195210 -0.0828 -0.0016 0.0414
H -4.293730 -3.793173 0.133693 -0.0036 -0.0456 -0.0033
H -2.993705 -4.995701 0.034129 0.0556 0.0088 0.0448
H -2.900052 -3.526273 -0.920208 -0.0182 0.0580 0.0187
H -3.382664 -3.616144 3.017423 0.0275 0.0017 0.0378
H -1.619008 -3.839867 2.966866 -0.0275 0.1943 0.0174
H -2.668302 -5.027135 2.229995 -0.0821 0.0415 -0.1446
```
Positions in Å, forces in eV/Å.

## Properties
Total charge: -1
Orbital gap: 6.30 eV
HOMO: -4.52 eV

Mulliken population analysis, charges in e, atoms 1 to 5:
1. C -1.0613
2. C 0.2340
3. O -0.4341
4. C 0.1569
5. C -1.0197

no.,E_tot (hartree)
1,-4319.4189
2,-2452.8857